Entry 1:
{
  "formula": "C4H15N2O2",
  "method": "ωB97M-V/def2-TZVPD",
  "symbols": ["C", "C", "C", "C", "N", "N", "H", "H", "H", "H", "H", "H", "H", "H", "H", "H", "H", "H", "H", "O", "H", "H", "O"],
  "coordinates": [[3.030, 0.142, -1.746], [2.038, 0.031, -0.578], [0.648, 0.572, -0.627], [-0.050, 0.512, -1.778], [-1.511, 0.714, -1.883], [0.058, 1.121, 0.518], [2.818, -0.546, -2.591], [3.948, -0.374, -1.464], [3.193, 1.164, -2.024], [2.572, 0.479, 0.275], [1.826, -1.034, -0.289], [0.405, 0.311, -2.740], [-1.719, 1.420, -2.585], [-1.914, -0.212, -2.024], [-1.887, 0.976, -0.966], [-0.785, 0.746, 0.943], [0.672, 1.184, 1.323], [-4.242, -0.944, -1.583], [-4.090, -2.168, -0.697], [-3.651, -1.697, -1.424], [-0.191, -0.833, 5.771], [0.327, -1.329, 7.096], [0.597, -0.769, 6.350]],
  "atomic_forces_ev_per_a": [[-0.60, -2.02, -0.30], [0.74, -0.50, 1.03], [-1.55, 0.64, -0.97], [0.91, -0.17, -0.24], [0.86, -0.20, 1.37], [0.40, -0.42, 1.10], [-0.68, 0.95, 0.02], [0.28, 0.68, 0.60], [0.20, 0.33, -0.36], [-0.42, -0.12, -0.01], [0.60, 0.70, -0.23], [-0.08, -0.31, 0.26], [-0.47, -0.17, -0.13], [-0.54, -0.07, -0.69], [0.06, 0.54, -0.25], [-0.16, -0.20, -0.76], [0.40, 0.12, -0.36], [-0.05, -0.40, -0.07], [0.28, 0.00, -0.27], [-0.18, 0.64, 0.27], [0.72, 0.17, 0.38], [0.33, 0.25, -0.12], [-1.07, -0.43, -0.26]],
  "lumo_energy_ev": -3.409,
  "de_lowest_ev": 2.0419,
  "total_charge": 1,
  "orbital_gap_ev": 9.7
}

=====

Entry 2:
{
  "formula": "C4H15N2O2",
  "method": "ωB97M-V/def2-TZVPD",
  "symbols": ["C", "O", "C", "C", "C", "N", "N", "H", "H", "H", "H", "H", "H", "H", "H", "H", "H", "H", "H", "H", "H", "H", "O"],
  "coordinates": [[0.925, 1.224, 1.807], [0.163, 0.679, 2.892], [0.852, 0.225, 0.660], [0.968, 0.818, -0.742], [1.196, -0.244, -1.831], [0.067, -1.304, -1.917], [-0.463, -0.469, 0.771], [0.614, 2.229, 1.458], [1.984, 1.307, 2.113], [0.046, 1.445, 3.474], [1.655, -0.547, 0.761], [0.113, 1.471, -0.987], [1.833, 1.478, -0.809], [1.249, 0.363, -2.772], [2.188, -0.686, -1.852], [-0.481, -0.979, -2.742], [0.436, -2.151, -2.363], [-0.766, -1.026, -0.037], [-1.173, 0.275, 0.852], [-0.548, -1.037, 1.643], [-3.022, -0.781, -2.177], [-2.841, -1.568, -1.093], [-2.894, -0.594, -1.221]],
  "atomic_forces_ev_per_a": [[0.84, 0.20, 0.33], [0.29, 1.16, -0.85], [1.09, -1.36, -0.46], [-0.09, 0.64, -0.04], [-0.71, -0.47, 0.40], [3.00, 2.54, -4.63], [-1.10, 0.05, 0.69], [-0.28, -0.41, 0.36], [-0.35, 0.07, -0.26], [-0.25, -0.45, 0.48], [-0.74, 0.45, 0.17], [0.10, -0.37, 0.06], [0.12, 0.00, 0.23], [-1.12, -0.43, -0.03], [-0.15, -0.67, 0.94], [-1.19, 0.18, 1.40], [0.07, -1.08, 1.36], [0.28, 0.07, 0.23], [-0.12, -0.32, 0.14], [0.21, 0.47, -0.52], [-0.45, 1.57, -0.02], [-0.39, 0.37, 1.36], [0.94, -2.21, -1.35]],
  "lumo_energy_ev": [-7.220, -14.017],
  "de_lowest_ev": 3.0087,
  "spin_multiplicity": 2,
  "total_charge": 2,
  "orbital_gap_ev": [11.1, 4.3]
}

=====

Entry 3:
{
  "formula": "C4H15N2O4S",
  "method": "ωB97M-V/def2-TZVPD",
  "symbols": ["C", "N", "C", "O", "C", "C", "S", "N", "H", "H", "H", "H", "H", "H", "H", "H", "H", "H", "H", "O", "H", "H", "O", "H", "H", "O"],
  "coordinates": [[-0.395, -1.213, -1.443], [-1.384, -0.326, -0.846], [-2.299, -0.788, 0.042], [-2.509, -1.958, 0.305], [0.983, -1.125, -0.840], [1.099, -1.612, 0.619], [1.980, -0.385, 1.711], [1.836, -1.985, -1.694], [-0.727, -2.252, -1.415], [-0.367, -0.965, -2.511], [-1.083, 0.636, -0.829], [-2.917, 0.032, 0.454], [1.368, -0.102, -0.867], [1.731, -2.492, 0.614], [0.155, -1.827, 1.112], [1.533, -1.987, -2.660], [2.806, -1.714, -1.642], [0.828, 1.194, 1.294], [1.222, 2.621, 1.968], [0.666, 2.223, 1.297], [0.139, 3.197, -1.601], [-0.149, 2.541, -0.270], [-0.287, 2.417, -1.234], [-2.138, 1.922, 2.535], [-0.632, 1.940, 2.691], [-1.460, 2.008, 3.211]],
  "atomic_forces_ev_per_a": [[-0.54, -0.12, -0.48], [0.41, -0.83, 0.41], [0.03, 0.13, -0.31], [-0.08, 0.26, -0.06], [0.78, -0.42, -0.11], [0.65, 0.87, 0.59], [-0.33, -0.39, -0.38], [-0.20, -0.30, 0.02], [-0.24, 0.09, 0.34], [0.24, 0.14, 0.01], [-0.41, 0.25, -0.03], [0.10, -0.06, 0.15], [-0.31, 0.17, -0.02], [-0.22, -0.35, -0.03], [-0.22, -0.17, -0.33], [0.16, 0.25, 0.02], [0.03, 0.07, 0.01], [1.04, 0.71, 0.53], [0.34, -0.32, 0.02], [-1.14, -0.13, -0.39], [0.00, -0.11, -0.18], [0.36, -0.18, -0.03], [-0.24, 0.37, 0.20], [-0.06, -0.02, 0.02], [-0.32, 0.05, 0.10], [0.18, 0.01, -0.08]],
  "lumo_energy_ev": 3.116,
  "de_lowest_ev": 0.4381,
  "total_charge": -1,
  "orbital_gap_ev": 6.4
}

=====

Entry 4:
{
  "formula": "C4H15N2OTc",
  "method": "ωB97M-V/def2-TZVPD",
  "symbols": ["C", "Tc", "N", "H", "H", "H", "H", "H", "H", "H", "H", "C", "N", "C", "C", "O", "H", "H", "H", "H", "H", "H", "H"],
  "coordinates": [[1.011, -1.745, -0.385], [0.105, 0.277, -0.463], [-0.570, 2.024, 0.626], [1.444, 0.793, 0.379], [-0.816, 2.809, 0.032], [0.696, -0.997, 0.509], [2.084, -1.843, -0.282], [0.810, -1.995, -1.444], [0.527, -2.568, 0.137], [-1.394, 1.870, 1.208], [0.159, 2.368, 1.275], [-4.139, -1.814, 0.103], [-3.936, -0.828, -0.954], [-4.953, -0.644, -1.978], [-2.769, -0.222, -1.083], [-1.816, -0.414, -0.254], [-5.153, -2.175, -0.068], [-4.052, -1.352, 1.096], [-3.408, -2.627, 0.027], [-5.264, 0.406, -2.040], [-4.545, -0.914, -2.961], [-5.798, -1.293, -1.712], [-2.717, 0.478, -1.940]],
  "atomic_forces_ev_per_a": [[0.35, -1.52, -0.03], [1.56, 0.86, 1.03], [-0.18, 1.06, 0.77], [0.25, -0.07, -0.68], [0.07, 0.25, -0.08], [0.06, 0.08, -0.12], [0.13, 0.02, 0.21], [-0.40, 0.87, 0.06], [0.18, -0.46, 0.02], [0.10, -0.20, -0.13], [-0.44, -0.33, -0.63], [-0.14, 0.00, 0.12], [1.27, 0.34, -0.01], [-0.30, 0.17, -0.49], [-0.28, -0.43, 0.81], [-2.23, -0.09, -1.39], [0.22, -0.28, 0.46], [-0.06, -0.12, -0.32], [-0.23, 0.17, -0.02], [-0.13, -0.32, 0.19], [-0.28, -0.17, 0.22], [0.23, 0.43, -0.39], [0.25, -0.28, 0.40]],
  "lumo_energy_ev": [-3.048, -3.362],
  "spin_multiplicity": 4,
  "total_charge": 1,
  "orbital_gap_ev": [8.8, 7.7]
}

=====

Entry 5:
{
  "formula": "C4H15N3O",
  "method": "ωB97M-V/def2-TZVPD",
  "symbols": ["N", "C", "C", "C", "N", "C", "N", "H", "H", "H", "H", "H", "H", "H", "H", "H", "H", "H", "H", "H", "O", "H", "H"],
  "coordinates": [[0.542, -1.320, -2.248], [1.360, -0.267, -1.441], [0.470, 0.753, -0.747], [0.000, 0.192, 0.720], [1.018, -0.268, 1.688], [-0.799, 1.457, 1.317], [-1.307, 1.051, 2.656], [0.130, -0.949, -3.107], [1.201, -2.013, -2.545], [2.034, -0.871, -0.755], [1.998, 0.211, -2.185], [-0.392, 1.003, -1.376], [0.914, 1.704, -0.687], [-0.604, -0.710, 0.593], [1.498, -1.048, 1.196], [1.657, 0.478, 1.896], [-1.728, 1.616, 0.767], [-0.179, 2.339, 1.525], [-1.894, 1.731, 3.112], [-0.463, 0.777, 3.171], [-2.112, -1.690, -1.285], [-2.137, -2.456, -0.614], [-1.210, -1.720, -1.652]],
  "atomic_forces_ev_per_a": [[0.36, 1.05, 1.09], [-0.31, -1.29, -1.52], [-0.60, -2.56, 1.28], [-0.43, 2.68, -0.70], [-0.29, -0.41, -1.64], [-0.71, -2.42, 1.73], [0.95, -1.00, -0.42], [0.35, 0.33, 0.42], [0.23, -0.50, -0.17], [-0.90, 0.87, -0.68], [0.29, 0.22, 0.27], [-0.27, -0.65, 0.21], [1.22, 1.10, 0.61], [-0.55, 0.69, -0.26], [-0.04, 0.84, 0.99], [0.67, 0.15, -0.04], [0.59, 0.46, -0.65], [0.19, -0.01, -1.21], [0.35, 0.23, 0.14], [-0.98, 0.26, 0.39], [-0.40, -1.86, 1.61], [0.05, 1.85, -1.64], [0.24, -0.04, 0.18]],
  "lumo_energy_ev": 0.825,
  "de_lowest_ev": 1.3975,
  "smiles": "NCC[C@@H](N)CN.O",
  "orbital_gap_ev": 9.5
}

=====

Entry 6:
{
  "formula": "C4H15N3O",
  "method": "ωB97M-V/def2-TZVPD",
  "symbols": ["C", "N", "C", "C", "N", "C", "N", "H", "H", "H", "H", "H", "H", "H", "H", "H", "H", "H", "H", "H", "O", "H", "H"],
  "coordinates": [[1.064, -0.276, -2.594], [0.773, -0.035, -1.196], [-0.460, 0.770, -1.025], [-0.687, 1.185, 0.458], [-1.525, 0.245, 1.183], [-0.900, -0.983, 1.599], [-1.446, -2.123, 0.850], [0.165, -0.604, -3.136], [1.311, 0.671, -3.087], [1.909, -0.937, -2.770], [0.627, -0.894, -0.692], [-1.337, 0.218, -1.377], [-0.257, 1.649, -1.641], [0.279, 1.233, 0.950], [-1.119, 2.185, 0.408], [-2.437, 0.176, 0.764], [0.162, -0.939, 1.353], [-0.953, -1.110, 2.686], [-0.916, -2.950, 1.084], [-2.398, -2.306, 1.149], [2.581, 1.214, 0.837], [2.132, 0.820, 0.077], [3.498, 1.456, 0.857]],
  "atomic_forces_ev_per_a": [[-0.53, 0.52, -0.61], [-0.11, 0.38, 0.63], [1.16, 0.09, 0.34], [-0.08, -0.67, -1.22], [0.25, 1.13, 0.52], [-0.13, -0.20, -0.47], [0.03, 0.07, 0.09], [0.19, -0.45, -0.03], [0.15, 0.07, 0.24], [-0.11, -0.23, 0.24], [0.07, -0.50, -0.13], [-0.09, 0.17, -0.22], [-0.46, 0.12, -0.01], [0.01, 0.30, 0.14], [-0.20, -0.04, 0.48], [-0.05, -0.45, 0.07], [0.08, 0.13, 0.13], [-0.23, -0.04, 0.04], [0.05, -0.27, 0.01], [-0.01, -0.01, -0.01], [-1.17, 0.26, 1.62], [0.85, -0.09, -0.84], [0.32, -0.29, -0.99]],
  "lumo_energy_ev": 1.017,
  "de_lowest_ev": 1.2587,
  "smiles": "CNCCNCN.O",
  "orbital_gap_ev": 9.5
}

=====

Entry 7:
{
  "formula": "C4H15N3O",
  "method": "ωB97M-V/def2-TZVPD",
  "symbols": ["C", "C", "C", "C", "N", "N", "N", "H", "H", "H", "H", "H", "H", "H", "H", "H", "H", "H", "H", "H", "H", "H", "O"],
  "coordinates": [[2.033, 0.311, -0.209], [0.619, -0.222, -0.464], [-0.619, 0.415, 0.242], [-0.563, 1.575, 0.966], [-1.452, 2.023, 1.844], [-1.823, -0.220, -0.027], [2.925, -0.818, 0.064], [2.379, 0.951, -1.040], [2.054, 1.010, 0.603], [0.496, -0.112, -1.577], [0.420, -1.367, -0.436], [0.250, 2.221, 0.615], [-1.314, 2.793, 2.415], [-1.979, 1.314, 2.122], [-1.859, -0.404, -1.091], [-2.635, 0.393, 0.245], [-1.804, -1.210, 0.514], [2.470, -1.649, 0.704], [3.011, -1.356, -0.836], [3.937, -0.490, 0.250], [-1.475, -2.931, -1.825], [-1.263, -1.996, -2.832], [-1.132, -2.068, -1.776]],
  "atomic_forces_ev_per_a": [[-1.54, 0.88, 0.31], [-2.10, -0.64, -2.00], [3.77, 2.48, 0.49], [1.70, -0.41, -2.08], [1.62, 1.19, -2.72], [-1.95, -3.03, 0.31], [1.15, -2.89, -0.44], [0.19, -0.93, 0.05], [0.07, -0.05, 0.92], [-0.15, 0.03, 0.74], [1.12, 1.63, 0.58], [0.04, -0.05, 1.10], [0.22, 1.60, 1.01], [-3.27, -2.88, 2.41], [-0.35, -0.37, 1.91], [0.65, -1.00, -0.21], [-1.04, 2.38, -1.79], [1.76, 2.98, -1.11], [0.12, 0.53, 0.68], [-1.82, -0.98, 0.45], [-0.83, -2.47, 1.14], [0.87, 0.73, 3.07], [-0.23, 1.27, -4.80]],
  "lumo_energy_ev": -6.748,
  "de_lowest_ev": 3.6602,
  "total_charge": 2,
  "orbital_gap_ev": 8.8
}

=====

Entry 8:
{
  "formula": "C4H15N4",
  "method": "ωB97M-V/def2-TZVPD",
  "symbols": ["C", "C", "N", "N", "H", "H", "H", "H", "H", "H", "H", "H", "C", "N", "C", "N", "H", "H", "H", "H", "H", "H", "H"],
  "coordinates": [[1.508, -0.020, 2.121], [0.353, -1.030, 2.131], [-0.051, -1.584, 0.792], [1.155, 1.197, 1.390], [1.736, 0.220, 3.177], [2.395, -0.511, 1.684], [0.673, -1.789, 2.867], [-0.542, -0.525, 2.545], [-0.750, -2.331, 0.885], [0.809, -2.014, 0.326], [0.202, 1.460, 1.624], [1.772, 1.996, 1.672], [-2.220, -0.676, -2.030], [-1.020, -0.148, -1.383], [-0.386, 0.865, -1.932], [0.652, 1.493, -1.393], [-2.206, -1.783, -2.024], [-2.167, -0.339, -3.066], [-3.145, -0.280, -1.586], [-0.736, -0.440, -0.422], [-0.750, 1.234, -2.879], [0.979, 1.319, -0.407], [1.062, 2.240, -1.980]],
  "atomic_forces_ev_per_a": [[-0.16, -0.53, 0.10], [-0.31, -0.07, 0.31], [1.94, -0.28, 0.07], [0.72, 1.03, -0.19], [-0.05, -0.30, -0.39], [-0.23, 0.41, 0.08], [-0.37, -0.02, -0.44], [0.33, -0.29, -0.09], [0.49, 0.31, 0.19], [-1.61, 0.61, 0.85], [0.10, 0.15, 0.22], [-0.82, -1.02, -0.32], [0.07, -0.37, -0.16], [0.06, 1.32, -0.27], [0.36, -0.15, 0.96], [-0.25, 0.40, -1.06], [-0.09, 0.69, 0.10], [-0.26, -0.21, -0.02], [0.34, -0.26, 0.02], [0.04, -0.58, -0.31], [0.07, -0.09, -0.26], [-0.05, 0.03, -0.30], [-0.30, -0.78, 0.90]],
  "lumo_energy_ev": -2.427,
  "de_lowest_ev": 0.5471,
  "total_charge": 1,
  "orbital_gap_ev": 11.2
}

=====

Entry 9:
{
  "formula": "C4H15N4",
  "method": "ωB97M-V/def2-TZVPD",
  "symbols": ["N", "C", "C", "N", "H", "H", "H", "H", "H", "H", "H", "H", "C", "C", "N", "N", "H", "H", "H", "H", "H", "H", "H"],
  "coordinates": [[1.215, 0.902, 1.055], [0.379, 0.583, 2.230], [-0.253, -0.809, 2.159], [-1.370, -0.904, 3.103], [1.946, 0.226, 0.887], [1.673, 1.789, 1.232], [-0.430, 1.313, 2.253], [0.938, 0.620, 3.170], [-0.661, -0.961, 1.156], [0.496, -1.596, 2.287], [-2.021, -1.590, 2.745], [-1.063, -1.285, 3.988], [-0.644, 0.443, -1.927], [0.541, -0.068, -2.346], [0.570, -0.526, -3.762], [-0.915, 1.062, -0.780], [-1.487, 0.328, -2.606], [1.474, -0.112, -1.816], [0.813, -1.514, -3.870], [-0.335, -0.402, -4.199], [1.234, 0.036, -4.298], [-0.235, 1.083, 0.022], [-1.863, 1.381, -0.680]],
  "atomic_forces_ev_per_a": [[-0.22, 0.18, 0.27], [0.18, -0.63, 0.22], [-0.23, 0.18, -0.42], [0.18, -0.26, -0.21], [0.10, -0.23, 0.21], [0.08, 0.00, -0.14], [0.00, 0.03, 0.21], [-0.05, 0.35, -0.02], [-0.01, 0.08, -0.05], [0.18, 0.07, 0.10], [-0.21, 0.03, 0.04], [0.10, 0.14, 0.19], [0.67, -0.20, -0.07], [-0.81, 0.11, -0.11], [0.50, -0.12, 0.38], [-0.27, -0.10, 0.29], [-0.05, 0.27, -0.02], [0.09, 0.04, -0.09], [0.11, 0.06, 0.03], [-0.32, 0.09, -0.07], [0.05, -0.14, -0.12], [-0.13, 0.04, -0.95], [0.06, 0.01, 0.33]],
  "lumo_energy_ev": -3.300,
  "de_lowest_ev": 2.1127,
  "total_charge": 1,
  "orbital_gap_ev": 8.8
}

=====

Entry 10:
{
  "formula": "C4H15N5",
  "method": "ωB97M-V/def2-TZVPD",
  "symbols": ["C", "C", "C", "N", "H", "H", "H", "H", "H", "H", "H", "H", "H", "C", "N", "N", "N", "N", "H", "H", "H", "H", "H", "H"],
  "coordinates": [[-0.212, 0.073, -1.134], [-0.518, 2.592, -1.395], [0.275, 3.170, -2.548], [-1.222, -0.438, -0.441], [-2.122, -0.696, -0.835], [-1.169, -0.479, 0.570], [-0.345, -0.040, -2.216], [0.022, 1.480, -1.042], [-1.579, 2.486, -1.616], [-0.397, 3.153, -0.470], [-0.014, 4.202, -2.758], [0.118, 2.593, -3.461], [1.344, 3.170, -2.327], [0.796, -1.636, 1.657], [-0.735, -2.701, 2.983], [0.970, -2.790, 0.915], [1.603, -0.566, 1.297], [-0.027, -1.511, 2.633], [-0.083, -3.451, 3.219], [-1.248, -2.474, 3.827], [0.158, -3.387, 0.870], [1.461, -2.675, 0.042], [1.474, -0.294, 0.319], [1.452, 0.220, 1.914]],
  "atomic_forces_ev_per_a": [[0.33, -1.45, 0.28], [0.95, -1.41, 0.57], [-0.01, 0.04, 0.00], [-0.05, 0.37, -0.39], [0.15, -0.01, 0.02], [0.04, -0.02, 0.00], [-0.44, 0.20, 0.02], [-0.99, 2.25, -0.59], [0.02, -0.16, 0.04], [-0.05, 0.17, 0.03], [-0.01, 0.00, -0.02], [0.05, 0.01, 0.00], [-0.01, -0.01, -0.03], [-0.35, -0.01, -0.12], [0.02, -0.01, -0.25], [0.04, 0.02, 0.19], [0.18, -0.05, -0.05], [0.15, -0.01, 0.18], [0.00, 0.13, 0.03], [0.11, -0.07, -0.13], [-0.04, 0.04, 0.02], [0.01, 0.01, 0.07], [-0.06, 0.02, 0.13], [-0.03, -0.05, -0.01]],
  "lumo_energy_ev": 0.908,
  "de_lowest_ev": 3.1115,
  "orbital_gap_ev": 8.5
}